Molecular formula: C40H39IInN3PS
Method: DFT, wB97M-V/def2-TZVPD

```
86
C40H39IInN3PS (wB97M-V/def2-TZVPD)
C 4.561 -2.940 3.396
C 3.243 -3.271 -1.471
C 2.872 -2.351 -0.521
C -0.380 -2.133 -2.913
C 4.607 -4.479 0.053
H -7.583 2.627 1.641
C 0.332 -2.250 -1.722
H 1.878 -1.587 -4.146
H 5.270 -5.299 0.301
C 0.392 1.186 4.459
H 4.812 2.141 -2.777
C -4.341 3.505 1.744
H -0.067 -2.142 3.632
H 4.969 -3.116 4.381
C -1.888 1.565 -2.787
C -5.932 1.364 1.093
H 1.280 2.675 -2.301
P 1.618 -1.115 -1.099
H -2.417 0.718 -3.209
C 4.125 -4.330 -1.209
H -0.306 4.782 1.761
H 0.050 0.758 -3.233
C -1.450 -2.982 -3.183
C 2.480 -0.747 -3.832
H -6.158 4.559 2.233
N -0.589 3.825 1.647
N -2.355 2.363 1.193
C 3.789 -1.790 3.148
H 4.398 -5.017 -1.998
H 0.053 3.208 1.179
C -3.750 2.325 1.287
H 4.646 1.495 -5.164
C 3.388 0.677 -2.130
H -4.524 3.172 -1.418
C -4.118 2.636 -2.277
H 1.421 -1.400 4.229
H -6.568 0.527 0.841
C 4.263 -3.565 1.075
H -1.982 -2.884 -4.120
C -1.904 3.715 -1.741
C 3.414 -2.446 0.802
In -1.101 0.181 0.233
H 0.009 4.599 -1.358
C 4.151 1.338 -3.079
H -4.488 3.126 -3.179
H -4.517 1.622 -2.263
H -4.122 0.318 0.599
H 3.455 0.983 -1.091
H -2.008 -0.748 2.907
C -1.149 -4.051 -1.058
C 3.231 -0.072 -4.787
N 0.325 0.121 2.164
H 5.403 -4.679 2.518
C 4.064 0.972 -4.416
C 0.197 2.664 -2.275
H 0.235 2.135 3.941
C -0.517 3.735 -1.746
C 0.334 -1.307 4.210
S -3.102 4.683 2.083
H -1.446 -4.792 -0.326
C 3.229 -1.557 1.920
C -1.908 3.515 1.581
H -0.133 -1.374 -3.640
C -6.508 2.552 1.546
C -0.095 0.023 3.595
H -0.158 1.215 5.401
C -1.624 0.060 3.535
H -0.023 -1.390 5.239
H 1.453 1.094 4.706
C -2.612 2.632 -2.259
H 3.657 -1.071 3.946
H -2.661 -4.605 -2.481
C -5.716 3.638 1.878
H 2.824 -3.191 -2.467
H 3.170 -0.375 -5.825
H -1.977 1.010 3.142
C -0.086 -3.207 -0.788
C 4.794 -3.796 2.369
H 0.435 -3.299 0.159
H -2.036 -0.073 4.537
I 2.270 0.331 1.909
C -4.560 1.241 0.960
C 2.540 -0.373 -2.492
H -2.453 4.556 -1.331
C -0.498 1.583 -2.800
C -1.832 -3.944 -2.264
```

Computed properties:
- Total energy: -2939.0542 Eh
- HOMO: -10.044 eV
- LUMO level: -2.7 eV
- Total charge: +1



Molecular formula: C40H40Cl2GeN3O4STl
Method: DFT, wB97M-V/def2-TZVPD

```
92
C40H40Cl2GeN3O4STl (wB97M-V/def2-TZVPD)
H -1.529 6.136 0.196
H 6.549 -3.006 -3.402
C 3.317 -1.924 -3.401
H 3.149 3.085 -5.800
C 4.669 -2.029 -3.062
H -0.223 -2.611 -2.646
N -1.462 -0.849 2.819
C 0.352 -0.402 5.899
H 0.041 1.411 1.415
C 5.504 -2.946 -3.684
C -7.375 -2.836 3.855
C 2.580 -0.085 0.395
H -0.579 5.173 1.343
H 2.520 -2.112 3.103
N -3.585 0.036 -0.717
C 1.082 0.776 5.733
H 0.626 -0.983 -4.386
Tl -2.369 -0.150 1.096
H -8.269 -2.825 4.464
C -5.696 -3.980 2.616
C -0.773 -1.129 -1.178
H 5.105 3.645 -2.034
Cl -3.716 -2.860 1.266
H 1.779 -2.760 -4.648
C 3.891 1.883 -2.213
H -2.402 -1.899 4.977
N -1.514 3.836 -1.108
H -1.217 -2.473 6.185
C 2.364 -2.766 1.063
H -7.290 -4.976 3.660
H 2.227 -3.809 1.320
H 0.457 -0.973 6.820
C -1.557 5.279 0.870
H 2.727 0.263 2.503
C -5.593 -1.517 2.749
C -5.110 -2.768 2.294
H -5.246 -4.889 2.238
C -3.931 0.032 -1.842
H -0.013 4.122 -2.500
H 1.770 1.126 6.493
C 3.357 2.754 -4.789
H 5.075 -1.382 -2.291
H 3.249 -4.383 -5.756
O -1.386 -1.921 -0.427
C 3.041 1.123 -3.016
O -2.606 3.153 0.758
C -0.183 1.937 2.351
C 0.452 -0.657 -3.357
H 1.389 2.441 4.423
H -2.144 3.034 -2.924
H 5.646 -4.511 -5.152
H -2.294 5.446 1.651
H 2.145 1.002 -4.966
C 2.523 -1.819 2.061
C -0.538 -1.564 -2.629
C 4.455 3.066 -2.680
O -0.384 0.024 -0.856
H 0.038 0.352 -3.391
C -0.532 -0.861 4.946
C -1.995 2.706 -1.893
C -0.501 4.682 -1.704
C 2.334 -2.375 -0.269
Ge 2.190 -0.570 -2.479
C -6.834 -4.029 3.404
H 0.473 2.813 2.409
C -6.771 -1.634 3.530
C 3.656 -3.719 -5.003
H -1.210 2.296 2.277
C 4.185 3.508 -3.967
H -2.940 2.365 -1.482
H 4.127 1.550 -1.211
H -0.918 5.599 -2.136
H 2.197 -3.126 -1.039
Cl -7.549 -0.196 4.152
C -0.694 -0.174 3.686
C 0.865 1.498 4.565
H -1.531 -1.517 -3.088
S -4.878 0.026 2.440
H 0.267 4.959 -0.982
H -1.068 -2.892 4.458
C 2.644 -0.478 1.723
H 2.578 0.972 0.161
C 2.827 -2.792 -4.375
C -1.936 3.988 0.171
C 2.435 -1.029 -0.619
H 4.620 4.431 -4.330
C 4.998 -3.794 -4.662
H -1.298 1.866 -1.862
C -1.344 -2.102 5.164
C 2.793 1.578 -4.314
C 0.012 1.073 3.555
O -4.299 0.036 -2.986
```

Computed properties:
- Total energy: -5581.5187 Eh
- HOMO: -0.982 eV
- LUMO level: 3.8 eV
- Total charge: -2



Molecular formula: C40H40F40N4O7S
Method: DFT, wB97M-V/def2-TZVPD

```
132
C40H40F40N4O7S (wB97M-V/def2-TZVPD)
C -3.986 6.455 2.092
C -0.192 -5.109 -7.158
F -0.953 -4.547 -5.035
C 5.777 -2.630 1.181
C 4.754 5.335 -3.759
F -0.032 -2.289 -8.852
H 0.949 5.276 -2.643
H -7.407 0.246 2.985
S -7.247 5.473 5.074
H 0.002 0.368 3.351
H -1.501 2.515 1.941
F 6.887 -0.907 9.216
C -2.313 -2.345 -9.566
F -1.220 -1.228 -2.379
C 2.082 3.202 -1.258
N -7.689 4.172 4.201
C -1.104 -4.188 -6.345
C -5.120 -4.449 -2.186
H 5.392 -4.532 2.157
O 5.511 -3.061 -0.107
H 6.835 0.318 7.646
F 7.461 -4.663 10.181
H 1.271 1.292 1.412
H 5.122 -2.585 -1.999
F 4.487 -0.263 6.720
C -4.948 4.457 1.020
H -1.481 4.556 0.487
H -2.087 7.651 2.464
H -0.534 1.975 3.822
H -1.588 4.169 -1.235
F 2.917 -1.113 1.082
H -1.678 -1.596 0.142
H -1.057 -2.286 -5.428
F 2.869 -3.416 -0.575
H -8.361 2.204 2.815
C 6.851 -3.927 8.021
F -5.262 -3.164 -1.804
O -1.807 -3.298 -1.949
F -3.444 -4.976 -0.597
H 5.669 -5.097 9.414
F 7.110 -2.760 1.366
H -3.582 2.736 -0.875
C -6.992 0.834 2.151
F 7.356 -5.044 7.451
C -6.825 3.239 2.057
H 0.849 -5.009 -6.838
C 4.842 -2.196 -1.021
F 0.492 2.480 -2.796
F 5.343 -3.026 3.470
C -4.969 5.373 2.052
H 6.745 -1.922 6.266
F 3.732 -3.452 2.068
F 4.266 -1.624 8.403
F -1.913 -2.208 -10.850
C -2.552 -4.277 -2.670
C 6.159 -0.202 8.330
F -2.998 -0.241 -0.517
C -7.045 -0.013 0.844
N -0.800 2.608 -0.098
C -1.714 3.746 -0.221
F -1.152 -0.441 -8.873
H -2.858 -3.912 -3.648
H 0.287 3.784 2.415
C 5.176 -1.087 7.561
C -0.830 1.983 1.238
C 0.554 1.941 1.927
F -0.570 -6.397 -6.970
C 1.355 4.567 -3.365
F 3.242 3.865 -1.078
H 0.547 4.384 -4.073
H -7.665 0.503 0.095
H -3.266 -1.829 -9.432
F 4.837 4.110 -3.202
F -6.013 -5.175 -1.470
F 5.472 0.731 9.034
F -2.401 -4.406 -6.654
F 5.832 -3.222 10.047
C 0.314 1.426 3.374
N -6.042 6.105 4.192
O -1.612 -1.897 -7.296
F -3.541 -2.274 0.052
H -1.128 1.922 -0.775
C -6.866 4.198 3.139
H -5.933 0.996 2.413
C 5.777 -2.202 6.682
F 2.556 2.535 -3.485
F 2.898 -2.092 -2.302
C -2.563 -1.529 -0.495
F 2.285 1.923 -0.835
H 5.112 -2.284 5.824
O 1.031 3.292 2.040
H 1.188 1.578 4.018
C 6.395 -4.283 9.438
F 7.841 -3.016 8.017
H -5.857 2.645 0.215
C 5.068 -3.492 2.227
C -3.195 3.365 -0.057
O -4.029 4.553 0.018
N -7.720 2.130 2.030
F 5.497 -1.323 1.323
H -6.054 -0.196 0.405
H 1.316 3.642 -0.617
C 1.651 3.197 -2.725
C -3.707 -4.974 -1.923
F 5.675 6.121 -3.156
F 3.073 6.169 -2.279
O 2.379 5.151 -4.163
H 2.878 -0.109 -0.636
F 1.261 -1.225 -0.322
H -1.824 -5.059 -2.873
F 3.328 7.130 -4.197
H -1.265 0.972 1.135
F -3.271 -1.795 -2.762
H 5.244 -1.183 -0.988
H -5.380 -4.538 -3.244
C 2.612 -1.085 -0.231
C -0.810 -2.675 -6.417
H -3.330 2.836 0.901
F -2.498 -3.659 -9.334
C -5.917 3.365 1.034
O 5.794 -3.519 7.226
C -1.251 -1.766 -8.629
C -3.003 7.127 2.264
H 0.253 -2.470 -6.548
C -2.241 -1.988 -1.917
F -3.695 -6.276 -2.323
C 3.358 5.933 -3.571
H -7.499 -0.993 1.055
C 3.301 -2.209 -1.005
H 4.996 5.252 -4.821
F -0.273 -4.861 -8.477
C -5.918 5.287 3.129
```

Computed properties:
- Total energy: -6686.6704 Eh
- HOMO: -8.211 eV
- LUMO level: -0.7 eV
- Total charge: 0



Molecular formula: C40H40FeN4O2PS5
Method: DFT, wB97M-V/def2-TZVPD

```
93
C40H40FeN4O2PS5 (wB97M-V/def2-TZVPD)
H 0.993 5.512 2.199
C 4.005 -1.255 1.099
H 0.511 -5.016 4.378
H 6.738 0.045 6.111
H 0.615 -2.551 4.484
H 4.591 2.364 3.217
S -1.053 -0.907 -2.108
H 3.362 -4.399 2.128
H -2.218 1.699 -1.829
C 1.211 2.515 4.636
C 0.187 -4.424 3.532
C 5.147 -3.282 2.566
H -3.689 1.561 6.216
H -2.467 0.907 2.152
C 3.648 0.561 3.911
C 5.256 -1.054 1.668
H -1.043 -4.780 0.389
H 6.587 2.035 4.651
H -3.884 4.680 0.980
C 1.657 2.418 3.323
H 3.268 2.776 -0.479
H 0.217 5.743 4.538
H 5.773 -0.111 1.543
C 5.424 0.266 -1.254
H -3.500 6.133 0.050
C -2.971 2.269 -1.285
C 1.588 3.477 2.434
H 0.329 3.816 6.083
H -0.079 -0.582 5.383
H -3.861 1.645 -1.205
C 0.630 4.803 4.196
C 4.837 -0.738 5.514
C 6.100 2.324 -2.292
C 3.713 -0.559 4.718
C 4.370 0.942 -0.656
H -3.639 3.351 -2.999
H -1.389 6.409 1.373
C -3.368 5.640 1.014
C 4.141 2.290 -0.896
S 0.261 2.659 -0.967
H -1.693 0.342 7.013
C -0.690 -4.295 1.290
C 3.894 -3.465 1.997
C -0.653 -2.907 1.345
O -2.529 2.455 0.074
C 5.864 0.191 5.489
C 0.690 3.720 5.068
C -2.991 1.147 5.500
C -2.327 0.775 3.218
H 4.909 -1.612 6.147
C -1.214 0.093 3.684
C 5.018 2.980 -1.718
S -0.118 -0.515 2.413
H 6.810 -1.946 2.835
C -0.969 -0.068 5.041
C 0.239 -3.042 3.597
H 5.556 -0.797 -1.096
H 2.910 -1.282 4.696
C 5.831 -2.083 2.395
C 3.320 -2.451 1.245
N 1.361 -0.335 3.151
S 3.115 0.022 0.211
H 7.130 0.457 -2.533
C -1.869 0.460 5.951
C -1.894 5.441 1.310
H 5.600 -4.080 3.141
O -1.233 4.700 0.290
Fe 0.118 0.249 -0.830
H 1.884 3.346 1.403
N 2.039 -0.487 -0.623
H 1.267 1.664 5.302
C 4.669 1.504 3.872
C 1.074 4.683 2.889
H 4.846 4.028 -1.922
C -3.217 1.306 4.142
C -0.185 -2.302 2.501
N -0.437 0.013 1.109
C 6.300 0.971 -2.066
H -4.048 4.137 -1.467
H 6.780 2.869 -2.934
C 5.783 1.313 4.668
H -3.827 6.260 1.788
S 2.287 0.849 2.802
H -0.309 -6.129 2.328
C -0.275 -5.048 2.377
H -4.084 1.850 3.791
N 2.801 1.147 1.390
C -3.278 3.572 -1.992
H -2.383 4.188 -2.072
H -1.771 4.935 2.277
H -0.954 -2.298 0.496
H 2.356 -2.568 0.763
P -1.094 3.059 0.570
```

Computed properties:
- Spin multiplicity: 6
- Total energy: -5513.5563 Eh
- HOMO (alpha / beta): -6.506 / -6.568 eV
- LUMO level (alpha / beta): -0.3 / -0.3 eV
- Total charge: 0
- Expectation value of S²: 8.78



Molecular formula: C40H40GeMoNP2S3Sb
Method: DFT, wB97M-V/def2-TZVPD

```
89
C40H40GeMoNP2S3Sb (wB97M-V/def2-TZVPD)
C -2.694 3.644 -3.018
H 5.123 4.078 -2.941
H 2.584 0.293 -2.566
C 1.708 -0.120 -2.065
S 1.684 -0.436 2.912
P 2.112 -0.591 -0.350
C 3.414 -1.843 -0.675
S -1.131 -0.291 5.370
P -0.940 -2.789 0.076
C 1.969 3.112 -2.241
H -3.772 -1.446 -3.623
C 3.055 3.890 -0.267
C -3.889 -4.093 3.339
H 3.048 4.116 0.790
C -1.968 -2.896 2.578
C -3.100 -3.463 -3.891
H -4.549 -4.397 4.135
C 4.231 3.886 -2.362
H -1.047 -1.474 3.646
H 1.071 -3.663 -1.756
H -3.432 -4.542 0.008
C -4.110 -4.555 2.051
H -2.143 4.239 1.150
H -1.089 -5.178 -1.778
C -0.122 3.915 1.750
C -1.713 -3.130 -1.524
H 3.759 1.160 -0.562
H 3.556 -6.200 0.632
H 5.052 4.615 -0.531
C -0.100 1.008 0.571
C 2.663 -5.606 0.514
H -0.073 -4.654 2.255
H -0.087 5.553 -0.946
H 3.079 -5.100 -1.523
Sb 0.094 1.159 4.115
H 1.160 4.845 4.744
C -0.829 5.019 -1.526
C 0.796 4.078 2.779
H -2.501 -1.139 -1.502
C -1.418 4.380 1.941
C -2.179 -3.368 1.282
C -3.263 -4.195 1.017
H -2.171 1.937 -1.827
H -2.798 5.373 3.233
H -3.007 5.494 -4.051
H 3.944 0.236 0.952
C -2.823 -3.252 3.612
C 4.191 4.172 -1.009
C -2.461 4.985 -3.273
S -1.317 0.876 1.811
C 3.229 0.705 0.273
H -1.349 6.725 -2.707
C 3.109 3.362 -2.981
C 1.279 -4.174 -0.821
C -1.989 2.989 -2.020
C -1.046 3.669 -1.267
C -3.172 -2.250 -3.221
C -0.857 5.196 4.121
Ge 0.217 2.921 0.060
C -2.471 -2.081 -2.042
C 1.936 3.335 -0.871
H 3.120 3.155 -4.040
C 1.776 -5.487 1.570
H 0.902 0.610 -2.076
H 1.378 -1.011 -2.601
H 2.685 1.469 0.822
H 1.967 -6.002 2.499
C 0.643 -4.701 1.443
C 0.432 4.718 3.956
H -4.947 -5.203 1.845
N -0.836 -2.048 2.790
Mo 0.177 -0.879 1.127
C -2.352 -4.510 -3.375
C -1.529 5.677 -2.517
C -1.662 -4.356 -2.185
H 1.080 2.751 -2.740
H -2.307 -5.454 -3.899
C -1.787 5.017 3.111
H 1.809 3.705 2.668
H -2.662 -2.872 4.612
H -3.426 3.106 -3.601
C 0.400 -4.016 0.252
C 2.398 -4.976 -0.692
H 4.309 -1.306 -1.002
H -1.140 5.707 5.029
H -0.018 -2.611 3.074
H 3.114 -2.534 -1.459
H 3.647 -2.403 0.234
H -3.626 -3.587 -4.825
```

Computed properties:
- Spin multiplicity: 2
- Total energy: -5865.4888 Eh
- HOMO (alpha / beta): -9.786 / -9.801 eV
- LUMO level (alpha / beta): -4.0 / -3.9 eV
- Total charge: +1
- Expectation value of S²: 0.92



ΔE to the lowest compared entry with this formula, charge and spin, record by record: 21.96 35.56 0.00 5.37 10.28 kJ/mol